Entry 1:
{"formula": "C10H10ClNO3", "method": "ωB97M-V with the def2-TZVPD basis set", "e_tot_ev": -30682.4446, "gap_ev": [6.46, 7.54], "e_homo_ev": [-8.368, -9.199], "e_above_lowest_ev": 4.2480, "elements": ["C", "C", "C", "C", "C", "C", "C", "C", "C", "C", "N", "O", "O", "O", "Cl", "H", "H", "H", "H", "H", "H", "H", "H", "H", "H"], "xyz": [[-1.08, 0.98, 2.57], [-0.84, -0.26, 1.97], [0.04, 1.86, 2.11], [0.40, -1.30, -0.81], [-1.16, 1.40, -1.94], [-0.83, 0.41, -2.95], [-1.49, -0.04, -1.65], [0.39, -0.24, 1.25], [1.06, -1.33, 0.56], [2.57, -1.20, 0.73], [-0.78, -0.63, -0.67], [0.28, 3.03, 2.07], [0.81, -1.94, -1.75], [0.95, 1.01, 1.38], [0.40, -2.85, 1.49], [-1.81, 1.46, 3.16], [-1.59, -1.00, 2.15], [-0.29, 1.93, -1.45], [-1.81, 2.24, -2.17], [-1.56, 0.32, -3.65], [0.13, 0.08, -2.95], [-2.49, -0.23, -1.53], [2.78, -0.31, 0.23], [2.99, -2.05, 0.07], [2.96, -1.35, 1.78]]}

***

Entry 2:
{"formula": "C30H58N5O15", "method": "ωB97M-V with the def2-TZVPD basis set", "total_charge": -1, "e_tot_ev": -70204.8221, "gap_ev": 3.87, "e_homo_ev": -3.151, "elements": ["C", "O", "H", "H", "H", "C", "N", "O", "O", "H", "H", "H", "C", "C", "C", "O", "C", "N", "H", "H", "H", "H", "H", "H", "H", "H", "H", "H", "H", "C", "C", "C", "O", "C", "N", "H", "H", "H", "H", "H", "H", "H", "H", "H", "H", "H", "C", "C", "C", "O", "C", "N", "H", "H", "H", "H", "H", "H", "H", "H", "H", "H", "H", "C", "C", "C", "O", "C", "N", "H", "H", "H", "H", "H", "H", "H", "H", "H", "H", "H", "C", "C", "C", "O", "C", "C", "C", "O", "O", "O", "H", "H", "H", "H", "C", "C", "C", "O", "C", "C", "C", "O", "O", "O", "H", "H", "H", "H"], "xyz": [[0.81, 0.61, -0.95], [-0.14, 0.09, -1.78], [1.88, 0.52, -1.25], [0.60, 1.69, -0.78], [0.69, 0.21, 0.08], [2.33, 0.23, -4.19], [2.35, -1.24, -4.15], [1.79, -1.92, -4.98], [2.88, -1.72, -3.17], [1.32, 0.56, -3.93], [2.50, 0.54, -5.22], [3.08, 0.69, -3.56], [-6.55, 1.90, -4.23], [-5.14, 1.46, -3.85], [-4.66, 2.22, -2.62], [-3.61, 1.58, -1.92], [-2.66, 2.44, -1.37], [-4.99, 0.02, -3.71], [-6.58, 2.90, -4.68], [-7.27, 1.72, -3.43], [-6.89, 1.34, -5.11], [-4.50, 1.75, -4.69], [-5.46, 2.17, -1.85], [-4.48, 3.28, -2.81], [-1.91, 1.84, -0.85], [-2.93, 3.33, -0.79], [-2.02, 2.77, -2.21], [-5.90, -0.32, -3.40], [-4.93, -0.43, -4.62], [1.73, -1.10, 6.58], [0.75, -2.01, 5.77], [0.97, -1.86, 4.29], [0.39, -0.70, 3.71], [1.31, 0.38, 3.54], [0.85, -3.39, 6.24], [1.44, -1.08, 7.64], [1.63, -0.09, 6.21], [2.78, -1.37, 6.46], [-0.24, -1.61, 6.02], [0.45, -2.72, 3.84], [2.01, -1.96, 3.96], [2.15, 0.35, 4.23], [0.74, 1.31, 3.64], [1.71, 0.33, 2.52], [1.84, -3.65, 6.31], [0.62, -3.35, 7.23], [1.44, -4.50, -1.70], [0.03, -3.96, -1.45], [-0.05, -3.28, -0.08], [-1.38, -3.00, 0.34], [-1.77, -3.86, 1.40], [-0.34, -3.03, -2.53], [1.73, -5.35, -1.07], [2.10, -3.70, -1.36], [1.59, -4.75, -2.75], [-0.66, -4.82, -1.43], [0.36, -2.27, -0.19], [0.56, -3.84, 0.64], [-1.94, -4.87, 1.01], [-2.77, -3.54, 1.72], [-1.09, -3.88, 2.25], [0.33, -2.27, -2.42], [0.00, -3.44, -3.40], [-6.57, 0.55, 1.37], [-5.25, 0.26, 0.66], [-4.13, -0.20, 1.60], [-2.89, 0.21, 1.06], [-1.94, 0.30, 2.10], [-5.47, -0.72, -0.44], [-7.30, 1.01, 0.69], [-6.50, 1.17, 2.27], [-7.05, -0.39, 1.64], [-4.91, 1.20, 0.21], [-4.16, -1.29, 1.72], [-4.37, 0.17, 2.60], [-1.76, -0.65, 2.62], [-2.14, 1.04, 2.89], [-1.00, 0.58, 1.62], [-6.42, -0.50, -0.72], [-5.38, -1.65, -0.05], [3.52, 3.81, 0.03], [2.31, 4.31, 0.31], [1.18, 4.41, -0.66], [0.09, 4.83, -0.34], [1.53, 4.00, -2.00], [2.78, 3.64, -2.37], [3.85, 3.36, -1.34], [4.90, 2.82, -1.62], [3.02, 3.46, -3.68], [2.07, 4.76, 1.57], [4.19, 3.68, 0.87], [0.73, 3.88, -2.72], [3.97, 3.40, -3.86], [1.10, 4.73, 1.67], [4.97, -0.17, 1.09], [4.83, -0.87, -0.06], [5.75, -0.63, -1.21], [5.69, -1.15, -2.30], [6.89, 0.26, -0.94], [7.06, 0.88, 0.23], [6.06, 0.77, 1.32], [6.21, 1.45, 2.32], [8.18, 1.52, 0.58], [3.87, -1.77, -0.25], [4.30, -0.48, 1.88], [7.58, 0.51, -1.73], [8.03, 1.94, 1.45], [3.64, -1.78, -1.20]]}

***

Entry 3:
{"formula": "C18H15F6N8PV", "method": "ωB97M-V with the def2-TZVPD basis set", "total_charge": 4, "e_tot_ev": -82071.8544, "spin_multiplicity": 2, "gap_ev": [5.78, 5.78], "e_homo_ev": [-20.686, -20.702], "s2": 0.796, "elements": ["V", "C", "C", "C", "C", "C", "C", "N", "N", "C", "C", "C", "C", "C", "N", "H", "H", "H", "H", "H", "H", "H", "H", "H", "N", "C", "C", "N", "C", "C", "N", "C", "C", "N", "H", "H", "H", "H", "H", "H", "F", "P", "F", "F", "F", "F", "F", "N", "C"], "xyz": [[1.07, -0.27, -0.75], [-0.37, -0.49, 6.57], [0.82, -0.82, 5.90], [0.88, -0.72, 4.55], [-0.28, -0.26, 3.78], [-1.50, 0.08, 4.51], [-1.52, -0.04, 5.86], [-0.06, -0.21, 2.50], [-0.93, 0.17, 1.57], [-2.75, 0.84, 0.73], [-4.06, 1.29, 0.49], [-4.43, 1.52, -0.80], [-3.50, 1.31, -1.86], [-2.23, 0.88, -1.61], [-1.84, 0.64, -0.32], [-0.42, -0.58, 7.65], [1.68, -1.16, 6.46], [1.77, -0.97, 3.99], [-2.38, 0.42, 3.98], [-2.42, 0.21, 6.42], [-4.74, 1.43, 1.33], [-5.43, 1.87, -1.03], [-3.81, 1.50, -2.87], [-1.51, 0.72, -2.40], [0.49, -1.48, -4.35], [0.12, -2.71, -3.87], [0.03, -2.60, -2.52], [0.34, -1.30, -2.18], [0.63, -0.64, -3.33], [1.07, 0.73, -3.21], [1.16, 1.24, -1.95], [1.67, 2.51, -2.04], [1.86, 2.79, -3.36], [1.48, 1.67, -4.06], [0.61, -1.28, -5.34], [-0.05, -3.57, -4.51], [-0.23, -3.35, -1.79], [1.84, 3.14, -1.18], [2.24, 3.68, -3.84], [1.52, 1.60, -5.08], [1.76, -0.61, 0.65], [4.11, -1.35, -0.75], [4.78, -1.71, 0.58], [3.11, -0.87, -2.04], [3.02, -2.45, -0.54], [3.97, 0.14, -0.32], [5.24, -1.70, -1.69], [-2.17, 0.55, 1.87], [-0.65, 0.21, 0.19]]}

***

Entry 4:
{"formula": "CBrClNO5S", "method": "ωB97M-V with the def2-TZVPD basis set", "total_charge": -1, "e_tot_ev": -106160.5958, "gap_ev": 7.90, "e_homo_ev": -4.641, "e_above_lowest_ev": 2.6321, "elements": ["C", "N", "O", "O", "O", "O", "O", "S", "Cl", "Br"], "xyz": [[-1.37, -0.64, 0.61], [1.96, -0.13, 0.45], [3.12, -0.26, 0.15], [-0.96, 0.46, -1.82], [1.49, 0.06, 1.56], [-0.22, 1.83, 0.05], [1.08, -0.25, -0.58], [-0.56, 0.53, -0.49], [-1.41, -1.97, -0.49], [-3.13, 0.36, 0.54]]}

***

Entry 5:
{"formula": "C4H11N3", "method": "ωB97M-V with the def2-TZVPD basis set", "e_tot_ev": -8794.1556, "smiles": "[H]/N=C\\NCCCN", "gap_ev": 9.40, "e_homo_ev": -8.499, "e_above_lowest_ev": 3.4635, "elements": ["H", "N", "C", "N", "C", "C", "C", "N", "H", "H", "H", "H", "H", "H", "H", "H", "H", "H"], "xyz": [[3.09, 1.48, 0.11], [2.71, 1.07, -0.69], [1.42, 0.88, -0.89], [0.65, 1.29, 0.20], [-0.80, 1.05, 0.43], [-1.05, -0.22, 1.07], [-0.30, -1.24, 0.14], [-0.89, -1.54, -1.23], [0.98, 0.51, -1.83], [1.27, 1.45, 1.05], [-1.43, 1.21, -0.58], [-1.16, 2.08, 0.82], [-0.51, -0.45, 2.06], [-2.19, -0.40, 1.17], [0.74, -0.99, 0.20], [-0.11, -2.16, 0.70], [-0.51, -2.36, -1.64], [-1.93, -1.67, -1.07]]}